*one*
ORCA calculation (ωB97M-V/def2-TZVPD) on 2 unconnected molecules or ions with the total composition CH5PS2.

Values from the calculation:
net charge	0
highest occupied orbital energy	-8.81	eV
2S+1	1
HOMO-LUMO gap	7.57	eV
structure (SMILES)	CP=S.S

Each atom is followed by the atoms it is bonded to, with distances in Å.
Atoms and positions in Å:
1 C 0.86 1.54 -0.78  P2 1.852, H5 1.079, H6 1.116, H7 1.086
2 P 1.55 1.98 0.88  C1 1.852, S3 1.945
3 S 0.74 0.64 2.03  P2 1.945
4 S -1.26 -3.16 0.66  H8 1.303, H9 1.388
5 H 1.50 1.80 -1.61  C1 1.079
6 H 0.51 0.48 -0.80  C1 1.116
7 H -0.09 2.05 -0.91  C1 1.086
8 H -1.16 -2.16 -0.17  S4 1.303
9 H -2.64 -3.18 0.70  S4 1.388

Results of the natural (NBO) charge analysis, in e, for atoms 1 through 2: -1.020 0.668


*two*
ORCA calculation (ωB97M-V/def2-TZVPD) on 2 unconnected molecules or ions with the total composition CH5PS2.

Values from the calculation:
net charge	0
highest occupied orbital energy (alpha / beta)	-8.70 / -8.41	eV
2S+1	1
HOMO-LUMO gap (alpha / beta)	7.26 / 7.88	eV

Each atom is followed by the atoms it is bonded to, with distances in Å.
Atoms and positions in Å:
1 C 1.60 0.99 0.19  H5 1.118, H6 1.082, H7 1.098
2 P -0.50 -0.81 -0.30  S3 1.945, S4 2.110, H8 1.352
3 S -0.36 -2.72 -0.67  P2 1.945
4 S -1.93 -0.16 1.10  P2 2.110, H9 1.385
5 H 1.18 1.99 0.48  C1 1.118
6 H 1.99 0.34 0.96  C1 1.082
7 H 1.86 0.64 -0.81  C1 1.098
8 H -0.75 0.05 -1.31  P2 1.352
9 H -3.09 -0.32 0.35  S4 1.385

Results of the natural (NBO) charge analysis, in e, for atoms 1 through 2: -0.569 0.567


Comparing the structures above, *one* comes out on top by 164.9 kJ/mol.